a:
{"formula": "C14H12CoIN5O3S3", "method": "ωB97M-V/def2-TZVPD", "spin_multiplicity": 1, "charge": 1, "homo_ev": [-11.500, -11.500], "symbols": ["Co", "N", "C", "N", "C", "C", "S", "C", "C", "S", "C", "N", "N", "H", "H", "H", "H", "H", "H", "I", "C", "H", "H", "O", "S", "O", "N", "C", "O", "C", "C", "C", "C", "C", "C", "H", "H", "H", "H"], "coordinates": [[0.11, -0.98, 0.33], [2.23, -1.21, 2.89], [2.53, -1.86, 1.75], [1.75, -1.87, 0.70], [2.26, -2.64, -0.34], [3.45, -3.21, -0.07], [3.97, -2.79, 1.52], [1.36, -2.72, -1.47], [1.43, -3.32, -2.67], [-0.04, -3.11, -3.54], [-0.70, -2.19, -2.24], [0.15, -2.06, -1.24], [-1.95, -1.71, -2.23], [1.54, -0.47, 2.83], [2.90, -1.15, 3.63], [4.05, -3.86, -0.69], [2.25, -3.88, -3.10], [-2.46, -1.66, -3.09], [-2.23, -1.04, -1.53], [-2.15, -1.31, 2.58], [-0.87, -2.32, 1.27], [-1.45, -2.90, 0.56], [-0.22, -2.97, 1.85], [-3.12, 1.09, -1.26], [-1.76, 1.55, -1.33], [-1.12, 1.63, -2.61], [-0.85, 0.61, -0.30], [-0.28, 1.32, 0.67], [0.43, 0.68, 1.48], [-0.62, 2.76, 0.66], [-0.23, 3.76, 1.53], [-0.72, 5.04, 1.31], [-1.58, 5.30, 0.24], [-1.98, 4.29, -0.63], [-1.48, 3.03, -0.40], [0.44, 3.55, 2.36], [-0.44, 5.84, 1.97], [-1.95, 6.30, 0.10], [-2.64, 4.49, -1.46]]}

b:
{"formula": "C14H12CoIN5O3S3", "method": "ωB97M-V/def2-TZVPD", "spin_multiplicity": 1, "charge": 1, "homo_ev": [-11.053, -11.053], "symbols": ["Co", "N", "C", "N", "C", "C", "S", "C", "C", "S", "C", "N", "N", "H", "H", "H", "H", "H", "H", "I", "C", "H", "H", "O", "S", "O", "N", "C", "O", "C", "C", "C", "C", "C", "C", "H", "H", "H", "H"], "coordinates": [[0.56, 1.24, -0.28], [-0.43, 2.48, -3.38], [0.62, 1.65, -3.37], [1.13, 1.14, -2.27], [2.26, 0.40, -2.51], [2.60, 0.32, -3.83], [1.50, 1.21, -4.81], [2.91, -0.18, -1.35], [4.00, -1.00, -1.29], [4.32, -1.45, 0.33], [2.97, -0.48, 0.86], [2.35, 0.12, -0.13], [2.71, -0.31, 2.16], [-0.98, 2.57, -2.54], [-0.85, 2.75, -4.26], [3.43, -0.20, -4.26], [4.61, -1.34, -2.10], [3.15, -0.93, 2.82], [1.84, 0.11, 2.46], [-1.11, 3.45, 1.35], [0.78, 3.19, 0.38], [1.55, 3.39, 1.12], [0.82, 3.92, -0.43], [0.06, -0.65, 3.43], [-0.31, -1.26, 2.19], [0.53, -2.34, 1.74], [-0.31, -0.09, 1.00], [-1.46, -0.05, 0.34], [-1.52, 0.66, -0.68], [-2.53, -0.87, 0.94], [-3.86, -0.92, 0.57], [-4.71, -1.74, 1.30], [-4.24, -2.48, 2.38], [-2.90, -2.43, 2.75], [-2.07, -1.61, 2.02], [-4.23, -0.33, -0.25], [-5.76, -1.81, 1.04], [-4.91, -3.10, 2.95], [-2.52, -3.00, 3.58]]}

a is favored, and the nearest alternative lies 1.613 eV above it.

a:
{"formula": "C2H5FOS", "method": "ωB97M-V/def2-TZVPD", "spin_multiplicity": 1, "charge": 0, "homo_ev": [-7.637, -7.637], "symbols": ["C", "C", "O", "F", "S", "H", "H", "H", "H", "H"], "coordinates": [[-0.09, 0.80, -0.50], [-0.57, 0.07, 0.60], [-1.68, -0.63, 0.57], [2.45, -0.84, -0.10], [1.42, -2.01, 0.44], [1.05, 0.60, -0.54], [-0.04, 1.84, -0.27], [-0.60, 0.72, -1.43], [-0.18, 0.20, 1.63], [-1.76, -0.73, -0.42]]}

b:
{"formula": "C2H5FOS", "method": "ωB97M-V/def2-TZVPD", "spin_multiplicity": 1, "charge": 0, "homo_ev": -9.531, "smiles": "C=CO.FS", "symbols": ["C", "C", "O", "H", "H", "H", "H", "F", "S", "H"], "coordinates": [[1.49, -0.12, 1.08], [0.19, -0.02, 1.26], [-0.45, 0.94, 2.05], [2.14, 0.64, 1.46], [1.99, -0.78, 0.41], [-0.64, -0.61, 0.73], [0.10, 1.45, 2.56], [-2.47, -0.84, -4.06], [-1.41, -1.01, -2.82], [-0.94, 0.34, -2.67]]}

c:
{"formula": "C2H5FOS", "method": "ωB97M-V/def2-TZVPD", "spin_multiplicity": 1, "charge": 0, "homo_ev": [-10.212, -10.878], "symbols": ["C", "C", "O", "F", "S", "H", "H", "H", "H", "H"], "coordinates": [[-1.02, -0.19, 0.43], [-0.08, 0.12, -0.76], [1.36, -1.37, 0.78], [2.25, 1.63, 0.28], [1.50, -0.69, -0.45], [-1.42, -1.24, 0.47], [-0.41, 0.02, 1.25], [-1.88, 0.57, 0.26], [0.26, 1.14, -0.51], [-0.57, 0.01, -1.75]]}

b is favored, and the nearest alternative lies 0.962 eV above it.

a:
{"formula": "C2Cl4N2", "method": "ωB97M-V/def2-TZVPD", "spin_multiplicity": 1, "charge": 0, "homo_ev": -9.479, "smiles": "ClC(Cl)=NN=C(Cl)Cl", "symbols": ["Cl", "C", "Cl", "N", "N", "C", "Cl", "Cl"], "coordinates": [[3.00, 1.00, 0.38], [1.66, 0.01, 0.06], [1.97, -1.31, -1.04], [0.55, 0.28, 0.58], [-0.53, -0.43, 0.62], [-1.72, 0.01, 0.07], [-3.11, -0.88, 0.37], [-1.81, 1.31, -1.03]]}

b:
{"formula": "C2Cl4N2", "method": "ωB97M-V/def2-TZVPD", "spin_multiplicity": 1, "charge": 0, "homo_ev": [-9.786, -9.782], "smiles": "ClC(Cl)=C1N=N1.ClCl", "symbols": ["Cl", "C", "Cl", "C", "N", "N", "Cl", "Cl"], "coordinates": [[-0.38, 1.41, -2.27], [0.55, 0.55, -0.98], [1.91, 1.36, -0.51], [0.13, -0.49, -0.33], [-0.83, -1.52, -0.44], [0.26, -1.82, -0.02], [-1.48, 2.47, 3.07], [-0.36, 0.80, 1.77]]}

a is favored, and the nearest alternative lies 4.023 eV above it.

a:
{"formula": "C3H8N2O2", "method": "ωB97M-V/def2-TZVPD", "spin_multiplicity": 2, "charge": 1, "homo_ev": [-14.717, -14.713], "symbols": ["C", "C", "N", "C", "N", "H", "H", "H", "H", "H", "H", "O", "H", "H", "O"], "coordinates": [[-2.38, 0.50, 0.20], [-1.07, 1.05, 0.34], [-0.39, 0.05, 1.01], [-1.17, -1.06, 1.18], [-2.44, -0.83, 0.72], [-3.38, 1.12, -0.14], [-0.79, 2.04, 0.12], [0.63, 0.02, 1.23], [-0.64, -1.94, 1.56], [2.14, -1.94, 0.00], [2.33, -0.55, -0.65], [2.72, -1.18, 0.00], [0.75, 0.87, -1.52], [2.13, 1.28, -2.19], [1.55, 0.58, -1.86]]}

b:
{"formula": "C3H8N2O2", "method": "ωB97M-V/def2-TZVPD", "spin_multiplicity": 2, "charge": 1, "homo_ev": [-13.770, -13.770], "symbols": ["O", "C", "O", "H", "H", "C", "N", "C", "N", "H", "H", "H", "H", "H", "H"], "coordinates": [[1.02, 1.99, 3.07], [1.19, 1.18, 2.24], [2.42, 0.71, 1.92], [0.37, 0.68, 1.69], [2.36, 0.11, 1.17], [0.37, -0.05, -1.75], [-0.60, -1.12, -1.58], [-1.83, -1.06, -2.13], [-2.79, -1.69, -1.56], [1.33, -0.34, -1.35], [0.50, 0.17, -2.81], [0.03, 0.87, -1.25], [-0.57, -1.62, -0.68], [-1.88, -0.46, -3.04], [-3.70, -1.45, -1.98]]}

b is favored, and the nearest alternative lies 0.183 eV above it.